i.
Molecular formula: C33H49As2N2O13PRuSe2
Method: DFT, wB97M-V/def2-TZVPD

Cartesian coordinates (Å):
1 Ru -0.3949 -1.0779 1.0034
2 O -1.4093 -3.3807 -0.4246
3 C -0.4945 -4.2333 -1.0633
4 C 0.8651 -4.2540 -0.4131
5 C 1.8536 -5.1008 -0.9135
6 C 3.0660 -5.1759 -0.2641
7 C 3.2565 -4.4070 0.8791
8 C 2.2323 -3.5781 1.2863
9 N 1.0541 -3.4852 0.6533
10 H -1.6475 -3.6913 0.4666
11 H -0.3778 -3.8655 -2.0826
12 H -0.8725 -5.2590 -1.1138
13 H 1.6498 -5.6993 -1.7948
14 H 3.8484 -5.8323 -0.6285
15 H 4.1818 -4.4523 1.4407
16 H 2.3336 -2.9690 2.1750
17 O -1.8434 -4.0423 2.2703
18 C -2.8349 -3.7173 3.2458
19 C -2.8046 -2.3131 3.8858
20 C -3.7693 -2.4512 5.0817
21 O -4.0891 -1.2248 5.7249
22 C -1.4444 -1.9268 4.4513
23 Se 0.0807 -1.7530 3.2491
24 C -3.3336 -1.1883 3.0010
25 Se -2.7292 -1.1073 1.1634
26 H -0.9648 -3.8340 2.6153
27 H -2.7892 -4.4481 4.0619
28 H -3.7950 -3.8496 2.7449
29 H -3.3540 -3.1725 5.7952
30 H -4.7199 -2.8520 4.7226
31 H -3.2996 -0.8806 6.1513
32 H -1.1124 -2.6701 5.1790
33 H -1.5280 -0.9638 4.9597
34 H -3.1096 -0.2218 3.4481
35 H -4.4173 -1.2692 2.9061
36 O -0.7060 1.2027 2.3403
37 N 0.2605 2.0426 2.5896
38 C 1.0415 1.8688 3.6808
39 C 2.0148 2.7911 4.0031
40 C 2.2118 3.9058 3.1971
41 C 1.4299 4.0393 2.0642
42 C 0.4645 3.0979 1.7751
43 H 0.8219 0.9756 4.2457
44 H 2.6054 2.6289 4.8952
45 H 2.9658 4.6425 3.4426
46 H 1.5595 4.8627 1.3752
47 H -0.1769 3.1361 0.9132
48 C 3.6771 1.4141 0.2953
49 P 3.2709 -0.2505 0.7757
50 C 4.2285 -0.5296 2.2711
51 C 3.9700 -1.3487 -0.4601
52 O 1.8038 -0.4666 1.0447
53 H 4.6902 1.4608 -0.1108
54 H 3.6033 2.0631 1.1705
55 H 2.9544 1.7501 -0.4506
56 H 5.2789 -0.2718 2.1062
57 H 4.1546 -1.5739 2.5750
58 H 3.8160 0.1020 3.0613
59 H 4.6817 -0.8112 -1.0885
60 H 3.1493 -1.7303 -1.0685
61 H 4.4671 -2.1908 0.0207
62 C 2.3723 -2.0122 -4.5167
63 O 2.0168 -0.7191 -4.0284
64 C 1.2492 -0.7148 -2.9127
65 O 0.9544 -1.7800 -2.3654
66 C 0.9168 0.5888 -2.4149
67 C 1.1006 1.7888 -3.1586
68 As -0.2505 1.6930 -4.5551
69 C -0.0889 3.2463 -5.7288
70 C -1.5385 2.4342 -3.1985
71 C -1.5875 2.0563 -1.9173
72 As -0.5288 0.5588 -1.1211
73 C -1.7432 -0.7063 -2.0637
74 C -2.6235 2.6669 -1.0254
75 O -3.4691 3.4586 -1.3579
76 O -2.5020 2.1768 0.2110
77 C -3.4059 2.6319 1.2232
78 C -2.3886 3.5639 -3.7301
79 O -1.9862 4.6932 -3.7493
80 O -3.5338 3.2456 -4.3553
81 C -4.0722 1.9256 -4.1786
82 C 1.2001 3.0439 -2.4307
83 O 1.2427 3.1574 -1.2104
84 O 1.2012 4.1261 -3.2328
85 C 1.0630 5.4216 -2.6377
86 H 3.0836 -1.8409 -5.3199
87 H 1.4989 -2.5376 -4.9025
88 H 2.8248 -2.6218 -3.7372
89 H 0.9038 3.1829 -6.1728
90 H -0.2015 4.1895 -5.2056
91 H -0.8372 3.1560 -6.5151
92 H -1.6170 -0.5717 -3.1360
93 H -2.7606 -0.4408 -1.7760
94 H -1.5625 -1.7381 -1.7931
95 H -3.7765 3.6246 0.9917
96 H -2.8398 2.6204 2.1507
97 H -4.2366 1.9315 1.2935
98 H -4.9318 1.8678 -4.8374
99 H -4.3940 1.7790 -3.1491
100 H -3.3567 1.1542 -4.4534
101 H 0.2499 5.9247 -3.1538
102 H 1.9944 5.9678 -2.7764
103 H 0.8346 5.3437 -1.5801

* frontier orbital gap (spin up / spin down): 6.13 / 6.41 eV
* LUMO level (spin up / spin down): -0.28 / -0.66 eV
* 2S+1: 5

ii.
Molecular formula: C33H49As2N2O13PRuSe2
Method: DFT, wB97M-V/def2-TZVPD

Cartesian coordinates (Å):
1 Ru -1.0762 0.3115 1.2649
2 O -2.6849 2.4035 2.3914
3 C -2.2999 3.5451 1.6420
4 C -2.3647 3.2528 0.1705
5 C -3.0381 4.0957 -0.6984
6 C -3.1737 3.7203 -2.0250
7 C -2.6696 2.4964 -2.4235
8 C -1.9969 1.7215 -1.4932
9 N -1.8143 2.1071 -0.2335
10 H -3.5523 2.0893 2.1014
11 H -1.2750 3.7829 1.9368
12 H -2.9468 4.3929 1.8815
13 H -3.4511 5.0268 -0.3339
14 H -3.6807 4.3638 -2.7327
15 H -2.7649 2.1536 -3.4452
16 H -1.5697 0.7652 -1.7691
17 O 1.3321 -2.3403 5.7386
18 C 0.4833 -1.3782 6.3503
19 C -0.2304 -0.5538 5.2608
20 C -1.1067 0.4776 6.0140
21 O -2.1252 1.1060 5.2801
22 C 0.8601 0.1221 4.4355
23 Se 0.3639 1.2705 2.9029
24 C -1.0147 -1.5651 4.4121
25 Se -2.1552 -0.9514 2.9336
26 H 1.7974 -2.8284 6.4228
27 H 1.0620 -0.7056 6.9967
28 H -0.2743 -1.8768 6.9679
29 H -0.4276 1.2254 6.4476
30 H -1.6160 -0.0327 6.8370
31 H -1.7420 1.7027 4.6213
32 H 1.5480 -0.6364 4.0704
33 H 1.4169 0.8103 5.0748
34 H -1.6897 -2.1248 5.0641
35 H -0.2994 -2.2619 3.9792
36 O -1.2263 -1.6846 -0.1850
37 N -0.6601 -2.8586 -0.0516
38 C 0.2776 -3.2412 -0.9426
39 C 0.8876 -4.4726 -0.8450
40 C 0.5499 -5.3372 0.1831
41 C -0.4253 -4.9326 1.0832
42 C -1.0267 -3.7027 0.9388
43 H 0.4963 -2.5124 -1.7134
44 H 1.6366 -4.7398 -1.5766
45 H 1.0273 -6.3022 0.2794
46 H -0.7402 -5.5671 1.8998
47 H -1.7849 -3.3299 1.6081
48 C -4.5130 -2.4219 0.5028
49 P -4.3458 -0.7673 -0.2162
50 C -3.8470 -1.0333 -1.9358
51 C -6.0122 -0.0496 -0.2450
52 O -3.4353 0.1291 0.5569
53 H -5.3922 -2.9315 0.1085
54 H -4.5886 -2.3147 1.5845
55 H -3.6167 -2.9921 0.2589
56 H -4.4502 -1.8138 -2.4000
57 H -2.7952 -1.3268 -1.9331
58 H -3.9641 -0.1048 -2.4926
59 H -6.7091 -0.6479 -0.8310
60 H -5.9324 0.9514 -0.6703
61 H -6.3665 0.0329 0.7823
62 C 0.8680 5.0776 -3.5451
63 O 0.9824 3.6615 -3.5261
64 C 0.8017 3.0921 -2.2950
65 O 0.5495 3.7996 -1.3293
66 C 0.9018 1.6569 -2.3309
67 C 1.3988 1.0146 -3.4847
68 As 3.2720 1.5712 -3.5236
69 C 4.0610 0.8994 -5.1932
70 C 3.5954 0.1110 -2.1945
71 C 2.8289 -0.2483 -1.1289
72 As 1.1099 0.7048 -0.6418
73 C 2.1340 2.1629 0.2129
74 C 3.2818 -1.4786 -0.4195
75 O 4.2275 -2.1367 -0.7868
76 O 2.6477 -1.9671 0.6727
77 C 2.0915 -1.1408 1.6829
78 C 4.8460 -0.6340 -2.5788
79 O 4.8839 -1.4043 -3.5007
80 O 6.0095 -0.2008 -2.0395
81 C 5.9819 0.6794 -0.9208
82 C 1.0477 -0.3719 -3.6654
83 O 0.2189 -0.9616 -2.9690
84 O 1.6401 -0.9702 -4.7134
85 C 1.4730 -2.3815 -4.8307
86 H 0.9709 5.3750 -4.5858
87 H 1.6496 5.5417 -2.9416
88 H -0.1006 5.3917 -3.1523
89 H 3.4390 1.2905 -5.9987
90 H 4.0941 -0.1824 -5.2433
91 H 5.0677 1.3040 -5.2993
92 H 2.7631 2.6364 -0.5405
93 H 2.7621 1.7838 1.0189
94 H 1.4539 2.9086 0.6157
95 H 2.3264 -1.6214 2.6332
96 H 1.0077 -1.0621 1.5866
97 H 2.5194 -0.1370 1.6793
98 H 7.0125 0.9803 -0.7520
99 H 5.6061 0.1681 -0.0325
100 H 5.3735 1.5652 -1.1148
101 H 1.6798 -2.6312 -5.8681
102 H 0.4598 -2.6761 -4.5592
103 H 2.1944 -2.8866 -4.1877

* frontier orbital gap (spin up / spin down): 5.60 / 6.26 eV
* LUMO level (spin up / spin down): -0.42 / -0.66 eV
* 2S+1: 5

Most stable pick: i. Distance to second place: 0.0380 hartree.

i.
Molecular formula: C9H13N2
Method: DFT, wB97M-V/def2-TZVPD

Cartesian coordinates (Å):
1 C 3.1377 -0.1517 -0.0126
2 C 2.3424 -0.7083 -0.9800
3 C 2.5915 0.8869 0.7773
4 C 1.0879 -0.2421 -1.1486
5 C 1.2454 1.1309 0.7065
6 C -1.5899 -2.4712 0.6873
7 C -1.4788 -1.4559 -0.1319
8 C -1.7173 -0.0290 0.2372
9 C -0.9668 0.9675 -0.5711
10 N 0.5990 0.5971 -0.2863
11 N -1.3359 2.2259 -0.3236
12 H 4.0878 -0.5382 -0.0110
13 H 2.7709 -1.6357 -1.4526
14 H 3.1411 1.3231 1.5962
15 H 0.4669 -0.6982 -1.8538
16 H 0.6266 1.6462 1.4825
17 H -1.5993 -3.5582 0.3493
18 H -1.9499 -2.4728 1.7675
19 H -1.1600 -1.5610 -1.1586
20 H -2.7688 0.1689 0.0008
21 H -1.6473 0.0514 1.3379
22 H -0.9123 0.8262 -1.6541
23 H -1.5183 2.5833 0.5793
24 H -0.9879 2.9733 -1.0636

* frontier orbital gap: 9.49 eV
* LUMO level: -3.80 eV
* total charge: +1
* structure (SMILES): C=CC[C@@H](N)[n+]1ccccc1

ii.
Molecular formula: C9H13N2
Method: DFT, wB97M-V/def2-TZVPD

Cartesian coordinates (Å):
1 C -2.6093 -0.7084 0.3422
2 C -2.0160 -0.0482 1.3653
3 C 0.9632 1.5725 -0.3807
4 C 2.1683 1.0233 -0.1295
5 C -1.9585 -0.9133 -1.0006
6 C -0.9137 0.9179 1.2651
7 C -1.0511 0.3197 -1.2453
8 C -0.0900 0.5347 -0.0349
9 C 2.9980 -1.3099 0.3773
10 N 0.5283 -0.6859 0.2355
11 N 2.1346 -0.2505 0.1313
12 H -3.4333 -1.3432 0.3576
13 H -2.3291 -0.0558 2.3118
14 H 0.5880 2.4534 -0.7137
15 H 3.0970 1.4314 -0.1971
16 H -1.4462 -1.7961 -1.0738
17 H -2.4759 -0.8921 -1.9488
18 H -1.4127 1.8251 1.0540
19 H -0.4354 0.8052 2.2572
20 H -0.4879 0.0675 -2.0507
21 H -1.7506 1.0671 -1.4836
22 H 3.8146 -1.1887 1.0581
23 H 3.6433 -1.4501 -0.4204
24 H 2.4675 -2.1323 0.7761

* frontier orbital gap (spin up / spin down): 7.27 / 6.46 eV
* LUMO level (spin up / spin down): -5.56 / -6.35 eV
* total charge: +1
* structure (SMILES): C[N+]1=N[C@]2(C=C1)CC=CCC2

Most stable pick: i. Distance to second place: 0.1733 hartree.

i.
Molecular formula: C4H8N2S2
Method: DFT, wB97M-V/def2-TZVPD

Cartesian coordinates (Å):
1 C 1.6635 1.0975 0.6350
2 C 0.2963 1.6140 0.3538
3 C 1.4519 0.3213 -0.7451
4 C -1.8611 -0.5708 -1.5607
5 H 0.6174 -0.4917 2.1179
6 H 2.4650 1.7975 0.7211
7 H -0.3422 1.9262 1.1900
8 H 0.5247 2.5387 -0.3656
9 H 1.8287 0.8805 -1.5924
10 H 1.8164 -0.6991 -0.8307
11 H -0.5009 0.7295 -2.4837
12 H -2.3617 -0.3567 -2.5522
13 N 0.0967 0.4305 -0.3960
14 N -0.8734 0.3477 -1.4389
15 S 1.9931 -0.0056 2.0853
16 S -2.4877 -1.6534 -0.5514

* frontier orbital gap: 9.04 eV
* LUMO level: 0.59 eV
* structure (SMILES): S=CNN1CC(S)C1

ii.
Molecular formula: C4H8N2S2
Method: DFT, wB97M-V/def2-TZVPD

Cartesian coordinates (Å):
1 C 0.6718 -1.5622 1.4610
2 C -0.3882 0.1027 0.0738
3 C -1.8210 0.5015 -0.5368
4 C 1.8719 1.1310 0.0709
5 H 0.5571 -2.5950 1.6312
6 H 0.9804 -1.1669 2.4971
7 H 1.6491 -1.3318 1.0213
8 H -2.4936 1.4238 0.1320
9 H -2.5327 -0.7158 -0.5656
10 H -2.2235 -0.3967 -2.9830
11 H 0.4422 0.8425 -1.6035
12 H 2.0182 0.9358 1.2086
13 N -0.3997 -0.8503 0.8812
14 N 0.7104 0.7610 -0.4811
15 S -2.1630 0.9105 -2.3732
16 S 3.1206 2.0098 -0.4339

* frontier orbital gap: 8.79 eV
* LUMO level: 0.22 eV

Most stable pick: i. Distance to second place: 0.0275 hartree.